# 1
A cluster of 6 separate species, C32H53FN2O18 in total. Source: the Open Molecules 2025 dataset; level of theory: ωB97M-V/def2-TZVPD.

Cartesian coordinates (Å):
C 1.63 1.97 3.69
C 1.59 2.95 2.53
F 1.31 4.24 3.06
C 0.60 2.76 1.38
C -0.88 3.17 1.55
C -1.59 2.98 2.88
C -3.13 3.07 2.93
O -3.74 1.79 2.96
C -3.80 4.02 1.90
N -4.41 3.35 0.75
O -1.55 2.46 0.46
C -0.69 1.69 -0.24
O -0.99 1.25 -1.30
C 0.57 1.45 0.56
C 0.39 0.05 1.22
C -0.67 -0.11 2.32
C -1.04 -1.56 2.67
N -1.72 -2.36 1.66
H 0.84 2.21 4.41
H 2.58 2.06 4.22
H 1.54 0.93 3.37
H 2.59 3.04 2.07
H 0.96 3.49 0.63
H -0.95 4.23 1.28
H -1.18 3.76 3.53
H -1.31 2.02 3.34
H -3.37 3.48 3.91
H -3.64 1.35 2.10
H -3.05 4.78 1.59
H -4.59 4.56 2.43
H -3.77 2.66 0.37
H -4.54 4.02 0.00
H 1.44 1.39 -0.10
H 0.14 -0.64 0.40
H 1.36 -0.28 1.60
H -1.60 0.41 2.05
H -0.31 0.34 3.25
H -0.14 -2.10 2.99
H -1.71 -1.50 3.54
H -1.09 -2.78 1.00
H -2.39 -1.80 1.14
C 0.17 -0.79 -3.88
C 0.31 -2.16 -3.29
C -0.88 -2.67 -2.52
O -0.26 -3.53 -1.55
C 0.99 -3.09 -1.34
O 1.70 -3.45 -0.45
O 1.33 -2.16 -2.26
H -0.14 -0.07 -3.12
H 1.13 -0.45 -4.29
H -0.56 -0.79 -4.68
H 0.61 -2.89 -4.04
H -1.59 -3.24 -3.12
H -1.40 -1.87 -1.99
C 1.44 -4.00 8.36
C 0.66 -2.93 7.65
C -0.04 -3.36 6.37
O -0.05 -2.13 5.62
C 0.98 -1.37 6.03
O 1.35 -0.38 5.49
O 1.53 -1.90 7.15
H 2.15 -4.48 7.68
H 2.01 -3.57 9.18
H 0.77 -4.75 8.76
H -0.05 -2.45 8.32
H -1.06 -3.71 6.50
H 0.54 -4.09 5.81
C 4.55 5.59 3.33
C 5.48 5.08 2.27
C 6.27 6.11 1.49
O 6.44 5.48 0.22
C 5.43 4.60 0.04
O 5.17 4.04 -0.97
O 4.73 4.45 1.20
H 3.88 6.34 2.92
H 3.94 4.77 3.70
H 5.11 6.02 4.16
H 6.16 4.32 2.67
H 7.24 6.35 1.91
H 5.69 7.03 1.34
C 3.48 -2.81 -8.64
C 2.19 -2.52 -7.92
C 2.05 -3.12 -6.53
O 0.63 -3.30 -6.43
C 0.13 -3.43 -7.68
O -0.99 -3.76 -7.93
O 1.08 -3.13 -8.60
H 3.68 -3.89 -8.66
H 3.43 -2.46 -9.67
H 4.31 -2.31 -8.14
H 2.00 -1.45 -7.89
H 2.40 -2.47 -5.73
H 2.53 -4.10 -6.46
C -5.12 -1.34 -5.76
C -5.03 -2.69 -5.11
C -6.27 -3.17 -4.38
O -5.72 -4.01 -3.36
C -4.47 -3.58 -3.10
O -3.78 -3.95 -2.20
O -4.08 -2.67 -4.03
H -5.46 -0.59 -5.05
H -4.14 -1.03 -6.14
H -5.81 -1.38 -6.60
H -4.70 -3.45 -5.82
H -6.96 -3.75 -5.00
H -6.80 -2.34 -3.91

## Properties
Total charge: 0
Multiplicity: 1
Orbital gap: 0.340 Eh
LUMO: 0.023 hartree
DFT total energy: -76598.2257 eV
Structure (SMILES): C[C@H](F)[C@@H]1[C@H](C[C@H](O)CN)OC(=O)[C@@H]1CCCN.C[C@@H]1COC(=O)O1.C[C@@H]1COC(=O)O1.C[C@@H]1COC(=O)O1.C[C@@H]1COC(=O)O1.C[C@@H]1COC(=O)O1

---

# 2
A cluster of 2 separate species, C2H3NO2S in total. Source: the Open Molecules 2025 dataset; level of theory: ωB97M-V/def2-TZVPD.

Cartesian coordinates (Å):
C 1.57 -0.78 1.62
C 0.69 -0.46 0.89
N -0.02 0.55 -1.41
O -2.18 1.72 0.39
O -0.86 -1.79 -0.75
S -0.70 -0.45 -0.23
H 2.28 -1.15 2.40
H 0.03 1.45 -0.87
H -0.82 0.91 -2.04

## Properties
Total charge: 0
Multiplicity: 1
Orbital gap (spin up / spin down): 0.254 / 0.270 Eh
LUMO (spin up / spin down): -0.104 / -0.089 hartree
DFT total energy: -18534.0246 eV
Energy relative to the best compared isomer or geometry (same formula, charge and spin): 217.4 kcal per mole

---

# 3
A cluster of 2 separate species, C2H7OS in total. Source: the Open Molecules 2025 dataset; level of theory: ωB97M-V/def2-TZVPD.

Cartesian coordinates (Å):
C -1.84 0.63 0.37
C -0.37 0.39 0.52
S 0.25 -1.30 0.41
H -2.05 1.71 0.57
H -2.55 0.13 1.14
H -2.35 0.28 -0.56
H -0.18 0.61 1.60
H 0.25 0.98 -0.15
H 2.52 -0.70 -0.79
H 3.10 -1.84 -1.64
O 3.22 -0.90 -1.46

## Properties
Total charge: -1
Multiplicity: 1
Orbital gap: 0.245 Eh
LUMO: 0.157 hartree
DFT total energy: -15070.9380 eV
Energy relative to the best compared isomer or geometry (same formula, charge and spin): 10.8 kcal per mole